(1)
C25H72BBrFN25O19P | the ωB97M-V functional and the def2-TZVPD basis

XYZ file:
```
145
Properties=species:S:1:pos:R:3:forces:R:3:mulliken_charge:R:1
C -8.050 0.155 0.310 -0.18 0.18 0.81 -0.952
C -6.911 0.624 1.366 -1.68 -1.49 -0.91 -0.197
N -5.602 0.036 0.946 0.35 2.31 1.93 -0.149
C -4.435 0.918 1.331 -1.81 -2.48 -1.65 -1.825
N -3.871 0.188 2.493 2.29 0.10 -0.88 0.742
C -4.495 0.222 3.849 -0.40 0.89 1.32 -0.524
C -3.904 1.481 4.653 0.90 0.46 0.85 0.065
C -2.578 1.173 5.476 -0.37 0.94 0.30 -1.063
O -3.641 2.625 3.815 -0.10 -1.27 -0.09 -0.539
C -2.778 -0.460 2.141 -0.59 0.36 2.38 -1.169
F -2.255 -1.160 3.210 -0.52 0.91 -2.83 -0.261
C -2.209 -0.317 0.622 -2.04 -0.80 2.05 1.906
C -2.454 -1.785 0.007 0.30 -1.05 -0.35 -1.118
C -1.252 -2.817 0.138 0.15 -0.18 0.64 -0.162
C -1.071 -3.491 1.566 0.16 -0.91 -0.01 -0.632
Br -1.732 -4.334 -1.109 0.08 0.76 0.33 -0.129
B -0.706 0.218 0.934 3.76 1.08 -0.28 0.251
O 0.171 -0.536 1.804 -2.23 -0.10 -2.18 0.304
O -0.132 1.429 0.437 -1.97 -1.66 1.51 -0.776
C 0.324 2.124 1.662 0.20 1.30 0.43 0.438
C 0.304 3.710 1.520 0.09 -0.10 1.15 -1.058
C -3.354 0.657 0.112 -1.41 1.26 -0.46 1.353
O -4.282 0.181 -0.935 0.61 -0.13 0.99 -0.232
N -3.736 0.335 -2.173 0.46 0.62 -1.88 0.100
O -4.549 0.626 -2.978 0.40 -0.74 0.78 -0.391
P -3.007 2.418 -0.446 1.64 5.45 1.63 0.804
O -2.653 3.314 0.752 -0.68 -3.09 -2.45 -0.752
O -1.838 2.598 -1.639 -2.63 -0.84 1.06 -0.532
O -4.463 3.063 -1.070 2.46 -1.82 0.15 -0.531
H -8.780 -0.532 0.858 0.97 0.79 -1.01 0.283
H -7.606 -0.372 -0.588 -0.56 0.67 1.14 0.224
H -8.651 1.049 -0.032 0.72 -1.06 0.23 0.234
H -7.205 0.138 2.349 0.23 1.19 -0.80 0.238
H -6.914 1.751 1.384 0.43 -1.31 0.25 0.256
H -5.425 -0.864 1.399 -0.56 0.27 -0.38 0.380
H -4.766 1.991 1.469 0.86 -1.32 0.28 0.787
H -5.620 0.372 3.807 1.50 -0.26 -0.71 0.195
H -4.317 -0.716 4.449 0.07 0.90 -1.03 0.427
H -4.714 1.817 5.386 1.06 -0.53 -1.05 0.450
H -2.111 2.190 5.715 -0.70 -1.36 -0.28 0.348
H -2.858 0.725 6.475 0.58 0.09 -1.23 0.388
H -1.786 0.597 4.911 -1.04 0.36 0.66 0.129
H -2.738 2.535 3.439 -0.74 0.24 0.20 0.239
H -2.721 -1.773 -1.103 0.36 0.55 1.64 0.632
H -3.350 -2.238 0.558 1.13 0.49 -0.95 0.349
H -0.261 -2.435 -0.277 -1.46 -0.39 0.52 0.415
H -0.845 -4.599 1.411 -0.24 1.54 0.23 0.536
H -2.029 -3.471 2.185 1.18 0.15 -0.88 0.117
H -0.205 -3.089 2.174 -1.20 -0.17 -0.82 0.004
H 0.740 -1.074 1.187 0.36 0.71 0.99 0.147
H -0.434 1.865 2.485 1.34 0.25 -0.75 -0.395
H 1.375 1.807 1.932 -1.47 -0.05 -0.30 0.393
H 0.193 4.094 0.466 0.13 -0.58 1.19 0.226
H 1.268 4.087 2.007 -1.20 -0.42 -0.94 0.306
H -0.529 4.116 2.188 0.97 -0.42 -1.30 0.216
H -2.219 2.405 -2.520 0.44 -0.03 0.33 0.381
H -4.280 3.546 -1.900 -0.20 -0.21 0.45 0.367
C 3.901 -1.252 0.557 0.23 -0.11 -0.49 0.349
O 2.774 -1.158 1.040 -0.46 -0.07 0.17 -0.568
N 5.023 -1.014 1.273 0.05 0.21 0.76 -0.291
N 4.129 -1.596 -0.729 -0.41 0.01 -0.23 -0.138
H 5.949 -1.084 0.895 -0.09 0.06 -0.07 0.142
H 4.906 -0.748 2.237 0.07 -0.08 -0.10 0.217
H 3.328 -1.782 -1.308 0.16 0.03 0.02 0.159
H 5.052 -1.669 -1.124 0.01 -0.23 -0.10 0.059
C -10.148 0.268 -3.062 -0.19 -0.19 0.17 0.564
O -9.895 -0.586 -2.220 0.13 0.07 -0.02 -0.653
N -9.203 0.786 -3.888 0.68 0.15 -0.21 -0.284
N -11.392 0.772 -3.243 -0.55 0.11 0.19 -0.298
H -9.393 1.486 -4.584 -0.15 -0.06 0.02 0.165
H -8.265 0.439 -3.787 -0.15 0.02 -0.03 0.176
H -12.123 0.416 -2.652 0.13 0.00 -0.07 0.192
H -11.616 1.474 -3.930 0.07 0.01 -0.19 0.199
C 6.715 -3.973 -1.534 0.08 -0.82 0.20 0.777
O 6.540 -2.825 -1.946 0.07 0.52 0.12 -0.685
N 6.121 -5.045 -2.104 -0.42 0.18 -0.34 -0.481
N 7.515 -4.256 -0.481 0.02 0.49 0.28 -0.366
H 6.250 -5.988 -1.787 0.08 0.06 -0.01 0.155
H 5.520 -4.872 -2.893 0.15 -0.06 0.00 0.229
H 7.976 -3.482 -0.033 0.11 -0.20 -0.08 0.195
H 7.672 -5.183 -0.131 0.05 0.03 -0.09 0.165
C 7.001 -1.395 -5.448 -0.32 -0.32 -0.01 0.544
O 6.896 -2.597 -5.644 0.03 0.13 -0.02 -0.619
N 6.841 -0.838 -4.222 -0.08 0.16 0.52 -0.198
N 7.290 -0.512 -6.441 0.26 0.16 -0.64 -0.409
H 6.924 0.147 -4.039 0.01 0.00 0.03 0.148
H 6.628 -1.462 -3.460 0.00 -0.03 -0.02 0.185
H 7.418 -0.887 -7.365 -0.03 0.05 0.12 0.234
H 7.381 0.478 -6.300 -0.04 -0.06 0.04 0.163
C -12.641 3.321 -6.294 -0.04 0.00 -0.04 0.647
O -11.727 2.679 -5.790 0.07 -0.08 0.18 -0.699
N -12.952 4.582 -5.901 0.14 0.38 0.35 -0.382
N -13.418 2.825 -7.288 -0.05 -0.43 -0.28 -0.387
H -13.696 5.124 -6.300 0.04 -0.05 0.00 0.171
H -12.396 4.983 -5.165 -0.09 -0.03 -0.11 0.216
H -13.217 1.893 -7.606 -0.04 0.12 0.02 0.222
H -14.171 3.333 -7.715 0.05 0.00 0.04 0.172
C 10.644 -2.939 -3.294 -0.18 -0.20 0.18 0.572
O 10.856 -3.795 -2.445 0.01 0.08 0.00 -0.678
N 11.634 -2.400 -4.054 0.64 0.07 -0.15 -0.378
N 9.403 -2.455 -3.549 -0.15 0.01 0.28 -0.035
H 11.482 -1.699 -4.754 -0.04 -0.06 0.04 0.164
H 12.568 -2.735 -3.893 -0.13 0.04 -0.04 0.231
H 8.644 -2.831 -3.006 -0.02 0.10 -0.20 -0.077
H 9.206 -1.754 -4.238 -0.02 -0.08 0.02 0.148
C -1.548 -5.990 -5.655 0.09 -0.27 -0.52 0.604
O -1.352 -6.531 -6.730 -0.04 0.12 0.22 -0.637
N -1.019 -6.455 -4.492 0.34 -0.37 0.43 -0.310
N -2.314 -4.873 -5.525 -0.38 0.55 -0.13 -0.307
H -1.168 -6.025 -3.599 0.01 0.01 -0.06 0.101
H -0.446 -7.280 -4.547 -0.09 0.11 0.00 0.180
H -2.723 -4.499 -6.364 0.06 -0.07 0.11 0.200
H -2.487 -4.413 -4.651 0.03 -0.06 -0.03 0.124
C 1.466 -3.130 5.354 0.53 -0.17 0.01 0.502
O 2.632 -3.485 5.289 -0.24 0.08 0.00 -0.655
N 0.887 -2.345 4.406 -0.02 0.28 -0.59 -0.141
N 0.647 -3.489 6.378 -0.20 -0.27 0.52 -0.342
H -0.068 -2.042 4.438 0.09 0.02 0.01 0.089
H 1.464 -2.059 3.630 -0.07 0.10 0.10 0.081
H 1.041 -4.070 7.098 -0.06 0.08 -0.09 0.224
H -0.313 -3.208 6.450 0.07 -0.01 -0.01 0.136
C 7.979 1.589 -0.690 -0.12 0.15 -0.37 0.709
O 7.432 1.888 -1.742 0.01 -0.12 0.08 -0.659
N 8.047 0.307 -0.242 -0.32 -0.74 0.10 -0.280
N 8.563 2.508 0.119 0.06 0.56 0.19 -0.479
H 8.491 0.036 0.616 0.10 0.09 -0.08 0.173
H 7.622 -0.401 -0.820 0.22 0.02 -0.06 0.063
H 8.532 3.469 -0.181 0.16 -0.12 -0.02 0.266
H 9.016 2.283 0.987 0.03 0.02 -0.06 0.159
C 6.360 4.281 3.212 0.14 0.32 0.38 0.622
O 7.373 4.938 3.412 -0.03 -0.14 -0.13 -0.683
N 6.187 3.529 2.093 0.20 -0.29 -0.58 -0.196
N 5.324 4.245 4.087 0.08 0.01 0.14 -0.221
H 5.365 2.983 1.910 0.02 0.07 0.02 0.112
H 6.934 3.529 1.419 -0.23 -0.09 0.09 0.116
H 5.414 4.789 4.927 -0.09 -0.08 -0.12 0.125
H 4.486 3.714 3.941 -0.06 0.15 0.18 0.177
C 2.609 4.616 6.365 -0.01 -0.05 -0.06 0.663
O 2.814 4.039 5.305 -0.19 -0.03 0.07 -0.659
N 3.142 4.196 7.540 0.31 -0.38 0.23 -0.406
N 1.833 5.726 6.454 -0.36 0.32 -0.27 -0.400
H 2.988 4.654 8.419 0.02 0.01 -0.07 0.165
H 3.724 3.375 7.513 -0.07 0.11 0.03 0.222
H 1.421 6.067 5.603 0.08 0.00 0.12 0.220
H 1.653 6.214 7.312 0.05 -0.03 -0.04 0.165
```
Forces are in eV/Å.

Properties
molar mass	1167.7	Da
E	-185975.955	eV
spin multiplicity	1
energy relative to the best compared isomer or geometry (same formula, charge and spin)	123.9	kcal/mol
HOMO	-10.6	eV
LUMO	-0.1475	Eh
total charge	+1

***

(2)
C25H72N4O11 | the ωB97M-V functional and the def2-TZVPD basis

XYZ file:
```
112
Properties=species:S:1:pos:R:3:forces:R:3:mulliken_charge:R:1
C -8.392 -0.628 -14.181 0.43 -0.78 -1.37 -0.168
O -7.627 -0.243 -15.357 -0.11 0.47 0.87 -0.541
H -8.491 -1.709 -14.281 -0.47 -0.13 0.49 -0.036
H -7.876 -0.441 -13.240 0.18 0.37 -0.24 0.143
H -9.373 -0.153 -14.204 0.05 0.03 0.13 0.311
H -7.616 -0.975 -15.978 -0.06 0.03 0.16 0.305
C -7.729 -1.595 -4.875 -0.16 0.43 -0.53 0.141
O -7.749 -0.504 -3.940 -0.09 -0.87 -0.42 -0.542
H -8.214 -2.498 -4.505 0.22 -0.03 0.28 -0.076
H -8.277 -1.334 -5.780 -0.27 0.39 0.08 -0.045
H -6.727 -1.805 -5.251 0.25 -0.15 0.46 0.263
H -7.909 -0.908 -3.084 0.06 0.24 0.14 0.321
C -9.435 -5.819 -14.350 -0.60 0.87 -1.19 -0.834
O -9.466 -5.129 -13.115 0.83 -0.80 0.89 -0.300
H -9.421 -5.061 -15.133 0.10 -0.10 -0.38 0.349
H -8.553 -6.441 -14.504 0.24 0.26 0.75 0.327
H -10.282 -6.465 -14.579 -0.32 0.00 0.52 0.298
H -10.195 -4.519 -12.980 -0.22 -0.24 -0.60 0.217
C -2.665 -6.279 -12.594 0.01 -2.03 0.20 -0.639
O -3.748 -5.789 -13.325 0.41 0.59 -0.24 -0.483
H -3.003 -6.948 -11.802 -0.26 0.27 0.64 0.306
H -2.175 -7.036 -13.206 0.46 0.42 -0.46 0.246
H -1.918 -5.607 -12.172 -0.22 0.50 -0.25 0.196
H -4.429 -5.481 -12.722 -0.57 0.17 0.04 0.372
C -10.828 -5.834 -9.489 -0.98 0.29 -1.26 -0.084
O -10.378 -5.428 -8.284 1.50 0.11 2.61 -0.364
H -11.381 -5.004 -9.928 -0.13 0.09 -0.68 0.323
H -9.965 -6.064 -10.114 -0.49 -0.48 -0.38 -0.370
H -11.572 -6.613 -9.324 0.25 -0.66 -0.65 0.290
H -10.708 -4.543 -8.112 -0.17 0.82 0.34 0.289
C -0.554 2.534 -13.821 0.62 0.53 0.60 -0.727
O -1.236 1.455 -13.277 -1.17 -0.89 -0.05 -0.313
C -2.496 1.243 -13.919 0.03 -0.75 -0.13 -0.480
C -2.248 0.314 -15.136 0.39 1.42 -0.85 -0.789
N -1.522 -0.913 -14.850 -0.38 0.88 1.10 -0.426
C -2.259 -1.696 -13.883 0.29 -1.48 -0.99 -0.543
C -1.325 -2.869 -13.535 -1.53 -1.00 -0.25 0.004
O -0.183 -2.475 -12.875 1.05 0.39 1.25 -0.350
C 0.793 -3.500 -12.699 0.43 0.76 -0.33 -0.787
H -1.194 3.410 -13.708 0.30 0.47 -0.07 0.327
H -0.220 2.462 -14.856 -0.29 -0.39 -0.30 0.287
H 0.351 2.597 -13.217 -0.01 0.47 -0.01 0.249
H -2.997 2.193 -14.105 0.30 0.28 -0.77 0.410
H -3.215 0.805 -13.227 0.45 -0.41 0.37 0.267
H -1.652 0.858 -15.868 0.44 0.32 0.16 0.360
H -3.123 0.162 -15.769 -0.54 -0.54 0.58 0.436
H -0.764 -0.674 -14.226 1.03 0.78 -0.66 0.354
H -3.132 -2.012 -14.455 -0.30 -0.73 0.52 0.327
H -2.607 -1.151 -13.006 0.21 -0.04 0.27 0.278
H -0.986 -3.393 -14.429 -0.53 -0.03 -0.53 0.391
H -1.863 -3.582 -12.911 -0.25 -0.22 0.03 -0.110
H 1.437 -3.130 -11.901 0.12 -0.18 -0.14 0.263
H 1.362 -3.631 -13.619 0.26 0.27 -0.20 0.340
H 0.499 -4.524 -12.468 -0.99 0.15 0.38 0.257
C -10.567 -5.005 -3.958 1.25 0.65 -0.88 -0.407
O -11.710 -4.258 -4.210 -2.01 0.39 -1.03 -0.383
C -11.988 -4.078 -5.624 0.95 1.46 0.81 -0.606
C -11.151 -2.929 -6.231 0.55 0.21 0.55 -0.119
N -11.399 -2.889 -7.635 0.39 -0.66 -1.87 -0.004
C -10.830 -1.780 -8.413 -0.22 0.46 1.18 -0.378
C -11.670 -0.520 -8.194 1.57 1.64 -1.63 -0.406
O -11.017 0.479 -9.058 -1.33 1.01 0.18 -0.263
C -11.661 1.795 -9.185 0.43 -0.88 -0.72 -0.859
H -10.541 -5.910 -4.564 -0.04 -0.40 0.36 0.321
H -10.371 -5.143 -2.895 -0.67 -0.28 -0.05 0.264
H -9.733 -4.390 -4.299 0.63 -0.15 -0.11 -0.026
H -12.931 -3.558 -5.788 -0.85 -1.03 0.85 0.379
H -11.939 -4.997 -6.208 0.19 -0.12 0.16 0.372
H -10.073 -2.958 -6.072 0.07 -0.39 0.06 -0.190
H -11.496 -1.998 -5.782 0.03 0.10 0.57 0.373
H -12.383 -2.983 -7.841 -0.19 0.05 0.00 0.268
H -10.645 -2.024 -9.459 -0.61 -0.04 -0.09 0.188
H -9.833 -1.533 -8.051 0.05 -0.24 0.24 -0.225
H -11.541 -0.124 -7.187 -0.46 -0.38 0.29 0.303
H -12.715 -0.648 -8.480 -0.15 -0.02 0.08 0.364
H -12.623 1.780 -9.698 -0.50 -0.67 0.43 0.331
H -11.107 2.378 -9.921 0.71 -0.23 0.28 0.267
H -11.740 2.401 -8.282 0.12 -0.43 0.34 0.308
C -9.802 -9.499 -12.830 0.32 -0.33 0.98 -1.287
C -8.618 -9.477 -11.837 -0.97 -0.68 -1.11 0.371
C -8.747 -8.260 -10.927 1.53 -1.81 -0.07 0.055
O -7.571 -8.276 -10.087 -1.08 1.83 -0.50 -0.418
C -7.590 -7.079 -9.292 1.07 -1.48 1.32 -0.685
N -8.651 -10.776 -11.120 0.08 0.84 0.69 -0.769
H -9.754 -8.706 -13.576 0.01 -0.09 0.03 0.158
H -10.708 -9.424 -12.230 -0.28 -0.04 -0.30 0.329
H -9.750 -10.490 -13.283 -0.36 0.18 -0.40 0.426
H -7.761 -9.372 -12.503 0.65 0.15 0.42 0.321
H -9.651 -8.337 -10.324 -0.10 0.08 0.09 0.380
H -8.757 -7.372 -11.559 -0.12 0.25 0.03 -0.217
H -6.680 -7.149 -8.698 0.10 0.10 0.10 0.369
H -8.408 -7.141 -8.574 -0.28 0.39 -0.17 0.327
H -7.534 -6.102 -9.772 -0.44 -0.16 -0.65 0.099
H -7.932 -10.837 -10.413 0.08 0.34 0.18 0.242
H -8.523 -11.611 -11.673 -0.13 0.33 -0.61 0.220
C -5.384 -2.788 -11.704 0.35 0.56 -0.23 -1.026
C -6.386 -3.800 -11.196 0.14 0.22 0.32 0.737
C -7.760 -3.126 -10.993 1.46 -1.05 1.11 0.346
O -7.625 -2.079 -10.021 -1.25 0.18 -1.08 -0.477
C -7.310 -2.416 -8.675 0.91 -0.32 -1.15 -0.745
N -6.426 -4.913 -12.140 -0.79 -0.44 0.05 -0.770
H -5.855 -2.186 -12.481 0.02 0.02 -0.28 0.128
H -4.517 -3.280 -12.145 -0.02 -0.06 0.02 -0.174
H -5.013 -2.065 -10.977 -0.19 -0.15 0.28 0.414
H -6.038 -4.215 -10.250 0.03 0.02 0.16 0.542
H -8.488 -3.883 -10.703 -0.24 -0.12 0.48 -0.262
H -8.068 -2.836 -11.998 -0.16 1.11 0.26 0.052
H -7.349 -1.461 -8.151 -0.13 -0.34 0.27 0.242
H -6.292 -2.806 -8.671 0.37 0.23 0.35 0.508
H -7.883 -3.232 -8.234 -0.75 0.21 -0.01 0.204
H -7.232 -4.759 -12.730 0.01 0.45 -0.97 -0.071
H -6.831 -5.705 -11.662 0.41 -0.59 0.49 0.315
```
Forces are in eV/Å.

Properties
SMILES	COC[C@H](C)N.COC[C@H](C)N.COCCNCCOC.COCCNCCOC.CO.CO.CO.CO.CO
molar mass	604.9	Da
E	-55566.896	eV
spin multiplicity	1
energy relative to the best compared isomer or geometry (same formula, charge and spin)	183.9	kcal/mol
HOMO	-8.8	eV
LUMO	0.0066	Eh

***

Which of these has the highest molar mass?
C25H72BBrFN25O19P

***

Among the records above, which one has the lowest energy relative to the best compared isomer or geometry (same formula, charge and spin)?
C25H72BBrFN25O19P

***

Number 1 is which compound?
C25H72BBrFN25O19P